(1)
C5H15BN2 as an isolated structure, computed with ωB97M-V/def2-TZVPD.

For the total energy, the calculation gives -9082.8681 eV. Its energy above the lowest of the compared OMol25 structures with the same formula, charge and spin is 2.287 eV. The lowest unoccupied orbital energy is 0.627 eV. The spin multiplicity is 1. The charge is 0. The frontier orbital gap comes out at 8.3 eV.

Cartesian coordinates (Å):
B -0.077 -0.560 -0.268
C -0.001 -1.991 0.260
C -2.340 -0.628 -1.232
C -1.140 1.488 -1.174
C 2.626 0.021 0.437
C 0.874 1.179 1.621
N -1.167 0.130 -0.741
N 1.424 0.746 0.345
H 0.193 -2.800 -0.532
H -0.840 -2.323 0.827
H 0.998 -2.067 0.831
H -2.578 -0.115 -2.201
H -1.976 -1.722 -1.408
H -3.292 -0.645 -0.723
H -0.186 1.811 -0.939
H -1.571 1.587 -2.143
H -1.814 2.057 -0.504
H 2.728 -0.661 1.334
H 2.793 -0.499 -0.488
H 3.426 0.721 0.773
H 1.454 2.072 1.965
H -0.129 1.695 1.541
H 0.595 0.504 2.417

(2)
A 5-piece molecular cluster, C22H45N2O8S overall, computed with ωB97M-V/def2-TZVPD.

For the total energy, the calculation gives -53722.6809 eV. The lowest unoccupied orbital energy is -4.806 eV. The spin multiplicity is 1. The charge is +1. The frontier orbital gap comes out at 5.7 eV.

Cartesian coordinates (Å):
S 4.993 1.663 3.872
C 4.533 2.229 2.369
N 3.910 2.619 1.274
C 2.448 2.403 1.476
C 1.487 3.537 1.942
C -0.015 3.118 2.141
N -0.434 1.765 1.873
C 0.427 0.687 1.436
C 1.948 0.929 1.180
H 1.860 4.612 2.129
H -0.760 3.918 2.497
H -1.435 1.527 2.008
H 0.057 -0.384 1.259
H 2.680 0.136 0.820
C -3.424 -2.262 -3.397
O -3.219 -0.853 -3.357
C -3.018 -0.372 -2.032
C -1.538 -0.139 -1.743
O -0.809 -1.365 -1.737
C -0.109 -1.586 -2.956
H -3.292 -2.596 -4.427
H -2.711 -2.798 -2.765
H -4.443 -2.496 -3.078
H -3.461 -1.054 -1.299
H -3.545 0.586 -1.959
H -1.439 0.295 -0.742
H -1.104 0.568 -2.459
H 0.796 -0.971 -2.979
H -0.724 -1.365 -3.831
H 0.181 -2.637 -2.995
C -0.972 8.841 -1.284
O -1.078 7.625 -2.013
C -0.044 6.701 -1.683
C -0.538 5.635 -0.713
O -0.865 6.199 0.560
C -2.264 6.402 0.718
H -1.922 9.372 -1.369
H -0.767 8.668 -0.224
H -0.181 9.461 -1.713
H 0.831 7.225 -1.284
H 0.256 6.215 -2.618
H 0.267 4.912 -0.544
H -1.394 5.091 -1.127
H -2.752 5.447 0.942
H -2.719 6.847 -0.169
H -2.416 7.079 1.561
C 7.147 -0.019 7.404
O 6.615 -0.832 6.365
C 7.565 -1.076 5.326
C 8.200 -2.455 5.464
O 9.002 -2.544 6.640
C 8.332 -3.204 7.706
H 6.489 -0.104 8.271
H 8.150 -0.335 7.698
H 7.171 1.025 7.080
H 8.327 -0.290 5.305
H 7.015 -1.034 4.379
H 8.865 -2.622 4.611
H 7.438 -3.242 5.453
H 8.345 -4.285 7.535
H 7.300 -2.864 7.819
H 8.870 -2.989 8.630
C -7.015 -4.797 -3.611
O -5.640 -5.091 -3.826
C -5.388 -6.495 -3.876
C -5.251 -6.986 -5.312
O -6.484 -6.871 -6.021
C -6.524 -5.722 -6.857
H -7.181 -3.747 -3.860
H -7.667 -5.408 -4.238
H -7.266 -4.954 -2.558
H -6.166 -7.049 -3.341
H -4.439 -6.665 -3.354
H -4.990 -8.049 -5.297
H -4.451 -6.453 -5.837
H -5.943 -5.907 -7.766
H -6.143 -4.831 -6.353
H -7.564 -5.542 -7.137

(3)
C24H35FRe as an isolated structure, computed with ωB97M-V/def2-TZVPD.

For the total energy, the calculation gives -30283.0120 eV. Its energy above the lowest of the compared OMol25 structures with the same formula, charge and spin is 0.000 eV. The lowest unoccupied orbital energy (spin up / spin down) is -7.593 / -7.932 eV. The spin multiplicity is 2. The charge is +2. The frontier orbital gap (spin up / spin down) comes out at 6.6 / 7.2 eV.

Cartesian coordinates (Å):
Re 0.121 -0.371 -0.171
C 1.059 -0.065 -2.078
C 0.238 1.099 -2.137
C -0.788 0.853 -3.154
C -0.685 -0.511 -3.507
C 0.336 -1.114 -2.800
C 0.272 -2.463 -2.113
C 0.294 -3.672 -3.039
C -1.054 -2.394 -1.320
C 1.380 -2.552 -1.053
C -1.724 1.811 -3.866
C -2.651 1.043 -4.815
C -2.610 2.646 -2.934
C -0.840 2.743 -4.722
C 0.436 2.178 -1.072
C -0.798 2.025 -0.158
C 1.621 1.724 -0.206
C 0.672 3.617 -1.514
H 2.136 -0.068 -1.964
H -1.407 -1.030 -4.118
H -0.477 -3.581 -3.805
H 0.116 -4.594 -2.484
H 1.258 -3.751 -3.541
H -1.912 -2.462 -1.993
H -1.365 -1.377 -0.859
H -1.130 -3.151 -0.543
H 2.379 -2.428 -1.470
H 1.321 -3.498 -0.516
H 1.392 -1.805 -0.170
H -3.308 0.355 -4.277
H -2.094 0.486 -5.568
H -3.284 1.754 -5.343
H -3.207 2.014 -2.271
H -3.307 3.223 -3.541
H -2.049 3.367 -2.342
H -0.257 2.171 -5.444
H -0.151 3.331 -4.117
H -1.478 3.434 -5.274
H -1.200 0.950 0.032
H -1.700 2.412 -0.624
H -0.663 2.477 0.823
H 1.673 0.643 0.205
H 1.691 2.319 0.703
H 2.567 1.756 -0.747
H -0.176 4.026 -2.056
H 1.549 3.675 -2.160
H 0.849 4.252 -0.644
F -3.260 -4.354 1.989
C -2.399 -3.361 1.957
C -2.871 -2.074 1.769
C -1.950 -1.041 1.764
C -0.561 -1.291 1.896
C 0.389 -0.180 1.922
C -0.136 -2.638 2.086
C -1.040 -3.662 2.129
H -3.934 -1.898 1.682
H -2.304 -0.017 1.734
H 1.373 -0.428 2.312
H 0.014 0.758 2.325
H 0.917 -2.840 2.242
H -0.745 -4.687 2.309

(4)
C17H30ClGeN2O4S3Zn as an isolated structure, computed with ωB97M-V/def2-TZVPD.

For the total energy, the calculation gives -179246.3943 eV. Its energy above the lowest of the compared OMol25 structures with the same formula, charge and spin is 0.000 eV. The lowest unoccupied orbital energy is 2.688 eV. The spin multiplicity is 1. The charge is -1. The frontier orbital gap comes out at 7.4 eV.

Cartesian coordinates (Å):
Zn 1.849 -0.103 0.944
C -2.393 -1.683 2.944
C -1.082 -1.429 2.226
S -0.293 0.126 2.590
C -0.479 -2.348 1.448
C -1.135 -3.686 1.200
S 1.068 -2.230 0.624
H -2.651 -0.829 3.567
H -2.327 -2.557 3.597
H -3.220 -1.850 2.249
H -2.073 -3.806 1.737
H -0.455 -4.489 1.490
H -1.325 -3.800 0.131
O 1.488 -0.266 -2.362
Cl 1.579 1.114 -1.983
O 2.923 1.593 -2.133
O 0.662 1.919 -2.734
O 1.197 1.232 -0.549
C -4.161 2.718 -0.675
C -5.010 2.718 0.593
C -4.215 2.810 1.895
C -3.294 1.616 2.183
Ge -1.509 1.561 1.342
C -0.537 3.239 1.628
C -0.908 4.425 0.733
C -0.545 4.197 -0.727
C -0.942 5.360 -1.625
H -4.789 2.788 -1.564
H -3.566 1.810 -0.764
H -3.475 3.568 -0.687
H -5.623 1.811 0.620
H -5.706 3.562 0.558
H -4.935 2.893 2.716
H -3.639 3.740 1.903
H -3.814 0.679 1.968
H -3.061 1.599 3.252
H -1.541 0.999 -0.078
H 0.522 3.000 1.501
H -0.683 3.482 2.685
H -0.385 5.319 1.094
H -1.977 4.651 0.813
H -1.017 3.281 -1.089
H 0.528 4.015 -0.803
H -2.023 5.526 -1.598
H -0.657 5.165 -2.659
H -0.457 6.288 -1.310
C 4.288 -1.576 -1.644
C 4.811 -0.596 -0.642
C 6.132 -0.158 -0.649
C 6.481 0.783 0.301
N 5.641 1.265 1.213
C 4.398 0.784 1.176
S 3.182 1.265 2.312
N 3.967 -0.121 0.261
H 5.053 -2.309 -1.902
H 3.987 -1.040 -2.544
H 3.401 -2.075 -1.261
H 6.842 -0.531 -1.373
H 7.491 1.182 0.336

(5)
CH10BaO8 as an isolated structure, computed with ωB97M-V/def2-TZVPD.

For the total energy, the calculation gives -18272.6578 eV. Its energy above the lowest of the compared OMol25 structures with the same formula, charge and spin is 1.793 eV. The lowest unoccupied orbital energy is -1.489 eV. The spin multiplicity is 1. The charge is 0. The frontier orbital gap comes out at 2.7 eV.

Cartesian coordinates (Å):
Ba 4.742 1.449 20.711
C 3.538 2.801 23.784
O 4.595 2.899 23.166
O 3.083 1.732 24.107
O 3.077 3.851 24.279
O 4.856 -1.254 21.292
H 5.426 -1.808 21.826
H 4.333 -1.872 20.780
O 6.757 -0.030 19.632
H 7.604 0.123 19.213
H 6.945 -0.653 20.333
O 2.489 0.475 21.789
H 2.617 1.118 22.486
H 2.204 -0.318 22.243
O 2.449 3.071 20.066
H 2.687 3.940 19.744
H 1.588 3.190 20.466
O 4.653 1.386 18.002
H 4.878 0.520 17.662
H 4.101 1.775 17.324

(6)
One molecule with the formula C5H11NO, computed with ωB97M-V/def2-TZVPD.

For the total energy, the calculation gives -8899.1067 eV. Its energy above the lowest of the compared OMol25 structures with the same formula, charge and spin is 2.591 eV. The lowest unoccupied orbital energy is 0.980 eV. The spin multiplicity is 1. The charge is 0. The frontier orbital gap comes out at 8.8 eV.

Cartesian coordinates (Å):
N 2.656 -0.287 -1.677
C 1.978 -0.368 -0.459
C 0.930 0.458 -0.077
C 0.180 0.431 1.207
C -1.158 -0.458 1.099
C -1.884 -0.216 -0.279
O -2.256 1.144 -0.460
H 2.278 0.548 -2.071
H 3.621 -0.427 -1.836
H 2.229 -1.155 0.251
H 0.476 1.093 -0.903
H 0.771 -0.140 1.910
H 0.016 1.435 1.703
H -1.900 -0.584 1.826
H -0.671 -1.451 0.977
H -1.321 -0.557 -1.114
H -2.835 -0.842 -0.124
H -3.111 1.374 0.027

Values for max |F|, eV Å⁻¹, ordered as above
5.5 5.5 0.1 0.2 8.7 4.7